## 1
The following is a quantum chemistry calculation of a 2-piece molecular cluster, C6H14O2 overall, from OMol25.

Spin multiplicity: 2
Total charge: +1

Positions of all 22 atoms, in Å:
O  -0.630  -3.281  -1.670
C  -0.509  -2.151  -1.341
C  -0.572  -1.473  -0.013
C  0.630  -0.531  0.182
C  0.477  0.776  -0.650
C  1.836  1.432  -0.821
C  -0.529  1.705  0.094
H  -0.290  -1.424  -2.179
H  -0.662  -2.280  0.723
H  -1.504  -0.903  0.092
H  0.897  -0.338  1.220
H  1.508  -1.080  -0.194
H  0.091  0.590  -1.660
H  2.352  1.781  0.070
H  1.736  2.254  -1.534
H  2.537  0.790  -1.367
H  -0.860  2.417  -0.664
H  -1.397  1.158  0.451
H  -0.103  2.253  0.927
H  -2.102  -0.942  3.300
H  -1.096  -0.560  2.255
O  -1.808  -0.195  2.780

## 2
The following is a quantum chemistry calculation of a 3-piece molecular cluster, C6H14O2 overall, from OMol25.

Spin multiplicity: 2
Total charge: +1

Positions of all 22 atoms, in Å:
C  0.704  2.270  0.145
C  1.714  1.465  -0.143
C  -1.136  0.676  0.585
C  -0.677  1.824  0.026
C  -1.573  2.752  -0.705
C  -2.581  0.209  0.654
H  0.910  3.270  0.517
H  1.829  0.420  -0.506
H  2.697  1.916  -0.093
H  -0.501  -0.033  1.038
H  -0.921  3.457  -1.371
H  -2.204  3.433  -0.267
H  -2.083  2.193  -1.497
H  -3.400  0.953  0.912
H  -2.742  -0.496  1.607
H  -2.934  -0.118  -0.305
H  1.285  -5.310  -1.368
H  1.868  -3.920  -1.488
O  1.140  -4.352  -1.197
H  3.768  -3.435  1.249
H  2.112  -3.926  0.959
O  2.725  -3.248  1.249

Pick 1: it beats the second-best structure by 13.2 kcal/mol.

## 1
The following is a quantum chemistry calculation of C34H40BN8Pb as an isolated structure, from OMol25.

Total charge: +1

Positions of all 84 atoms, in Å:
Pb  -0.036  0.185  -1.132
C  -1.549  0.297  3.148
C  -2.701  -0.619  2.774
C  -2.433  -1.992  2.203
C  -3.530  -2.810  1.931
C  -3.324  -4.072  1.414
C  -2.021  -4.494  1.182
C  -0.996  -3.623  1.485
N  -1.186  -2.396  1.983
N  -0.651  0.864  2.017
C  0.663  0.101  2.135
C  1.965  0.664  1.636
C  2.952  1.028  2.540
C  4.163  1.505  2.056
C  4.348  1.605  0.688
C  3.314  1.203  -0.144
N  2.161  0.738  0.319
C  0.328  3.126  1.140
C  -0.336  3.488  -0.171
C  -1.023  4.692  -0.277
C  -1.550  5.086  -1.493
C  -1.359  4.277  -2.600
C  -0.666  3.097  -2.425
N  -0.169  2.701  -1.248
H  -0.892  -0.195  3.858
H  -1.977  1.176  3.622
H  -3.403  -0.104  2.125
H  -3.238  -0.764  3.719
H  -4.530  -2.441  2.117
H  -4.162  -4.719  1.192
H  -1.805  -5.475  0.783
H  0.037  -3.916  1.323
H  0.442  -0.880  1.717
H  0.800  -0.047  3.202
H  2.775  0.946  3.604
H  4.947  1.800  2.741
H  5.270  1.980  0.267
H  3.413  1.260  -1.221
H  1.274  2.660  0.919
H  0.583  4.078  1.615
H  -1.138  5.307  0.603
H  -2.091  6.019  -1.577
H  -1.740  4.541  -3.575
H  -0.512  2.428  -3.262
C  0.974  -3.462  -3.349
C  2.012  -2.951  -2.389
C  2.981  -2.046  -2.811
C  3.955  -1.570  -1.940
C  5.053  -0.675  -2.447
C  3.918  -1.977  -0.611
C  2.947  -2.860  -0.150
C  2.928  -3.295  1.291
C  2.013  -3.354  -1.058
H  1.380  -3.568  -4.354
H  0.124  -2.775  -3.410
H  0.584  -4.430  -3.034
H  3.000  -1.725  -3.848
H  5.616  -1.167  -3.241
H  5.755  -0.420  -1.653
H  4.663  0.253  -2.872
H  4.675  -1.615  0.078
H  2.015  -2.970  1.796
H  3.774  -2.880  1.839
H  2.975  -4.381  1.376
H  1.286  -4.092  -0.731
B  -3.616  0.739  -0.218
N  -2.444  1.416  0.542
C  -2.714  2.455  1.368
C  -1.864  2.958  2.287
C  -0.491  2.409  2.240
N  -1.237  0.666  0.714
N  -3.332  0.648  -1.761
C  -4.249  0.604  -2.729
C  -3.624  0.287  -3.930
C  -2.287  0.146  -3.585
N  -2.129  0.372  -2.272
H  -3.833  -0.385  0.169
H  -4.579  1.454  -0.108
H  -3.728  2.818  1.271
H  -2.168  3.691  3.016
H  0.049  2.504  3.186
H  -5.284  0.792  -2.501
H  -4.075  0.177  -4.899
H  -1.437  -0.093  -4.206

## 2
The following is a quantum chemistry calculation of C34H40BN8Pb as an isolated structure, from OMol25.

Total charge: +1

Positions of all 84 atoms, in Å:
Pb  -0.631  0.241  0.298
C  0.607  0.310  -2.924
C  1.957  1.013  -2.856
C  2.602  1.210  -1.507
C  3.965  1.741  -1.518
C  4.695  1.745  -0.395
C  4.102  1.440  0.903
C  2.649  0.917  0.812
N  2.020  0.779  -0.455
N  -0.560  0.996  -2.333
C  -1.797  0.548  -2.979
C  -2.239  -0.847  -2.641
C  -2.544  -1.762  -3.636
C  -3.087  -2.988  -3.277
C  -3.297  -3.259  -1.937
C  -2.935  -2.296  -1.007
N  -2.423  -1.117  -1.347
C  -0.512  2.448  -2.357
C  -1.505  3.064  -1.400
C  -2.015  4.331  -1.647
C  -2.849  4.915  -0.711
C  -3.147  4.217  0.448
C  -2.605  2.958  0.618
N  -1.813  2.384  -0.294
H  0.682  -0.672  -2.447
H  0.408  0.128  -3.990
H  1.943  1.963  -3.399
H  2.645  0.391  -3.440
H  4.412  1.983  -2.473
H  5.758  1.954  -0.440
H  4.745  1.018  1.666
H  2.353  0.150  1.517
H  -1.706  0.646  -4.070
H  -2.602  1.218  -2.665
H  -2.374  -1.513  -4.675
H  -3.345  -3.716  -4.034
H  -3.725  -4.195  -1.610
H  -3.055  -2.479  0.055
H  -0.695  2.856  -3.363
H  0.480  2.784  -2.054
H  -1.754  4.846  -2.562
H  -3.258  5.902  -0.881
H  -3.787  4.634  1.213
H  -2.801  2.381  1.510
C  -1.127  -4.664  0.667
C  0.111  -3.824  0.516
C  0.657  -3.563  -0.737
C  1.857  -2.873  -0.869
C  2.490  -2.663  -2.217
C  2.502  -2.429  0.281
C  1.972  -2.660  1.545
C  2.700  -2.217  2.784
C  0.768  -3.348  1.644
H  -0.873  -5.644  1.073
H  -1.618  -4.825  -0.292
H  -1.842  -4.211  1.356
H  0.153  -3.929  -1.627
H  3.045  -1.724  -2.247
H  1.748  -2.658  -3.017
H  3.198  -3.463  -2.441
H  3.439  -1.889  0.190
H  3.490  -1.502  2.549
H  3.174  -3.068  3.277
H  2.022  -1.757  3.504
H  0.343  -3.534  2.625
B  -0.351  0.595  3.816
N  -1.836  0.576  3.393
C  -2.888  0.760  4.206
C  -4.048  0.454  3.519
C  -3.599  0.069  2.255
N  -2.271  0.143  2.191
N  0.467  1.655  2.937
C  1.654  2.208  3.552
C  2.751  2.459  2.843
C  2.928  2.261  1.382
N  0.230  1.957  1.766
H  -0.302  0.968  4.956
H  0.187  -0.472  3.641
H  -2.732  1.083  5.221
H  -5.059  0.493  3.885
H  -4.165  -0.238  1.389
H  1.605  2.299  4.626
H  3.612  2.817  3.400
H  2.648  3.089  0.742

Pick 2: it beats the second-best structure by 9.4 kcal/mol.

## 1
The following is a quantum chemistry calculation of the molecule C20H27N3O3S, from OMol25.

SMILES: CCOC(=O)CCCNC(=O)CN1CCC(c2nc3ccccc3s2)CC1

Positions of all 54 atoms, in Å:
C  -5.310  -3.183  -1.918
C  -5.369  -1.715  -1.524
H  -6.324  -1.491  -1.038
H  -5.232  -1.067  -2.393
O  -4.306  -1.372  -0.630
C  -4.499  -1.622  0.676
O  -5.511  -2.084  1.127
C  -3.289  -1.208  1.482
H  -3.093  -1.979  2.228
C  -3.546  0.126  2.197
H  -2.619  0.449  2.674
C  -4.039  1.225  1.248
N  -3.192  1.385  0.089
C  -2.298  2.391  -0.034
O  -2.160  3.256  0.807
C  -1.441  2.318  -1.301
N  -0.109  1.793  -1.055
C  0.720  2.669  -0.244
C  2.164  2.180  -0.280
H  2.521  2.196  -1.311
H  2.791  2.843  0.318
C  2.246  0.747  0.256
C  3.636  0.229  0.202
N  4.303  -0.174  1.211
C  5.556  -0.600  0.879
C  6.514  -1.093  1.760
C  7.738  -1.483  1.260
C  8.023  -1.391  -0.100
C  7.088  -0.905  -0.993
C  5.857  -0.511  -0.498
S  4.489  0.134  -1.351
H  7.305  -0.831  -2.048
H  8.990  -1.703  -0.464
H  8.491  -1.867  1.932
H  6.281  -1.159  2.811
H  1.935  0.731  1.306
C  1.299  -0.129  -0.570
C  -0.112  0.446  -0.518
H  -0.473  0.420  0.527
H  -0.778  -0.169  -1.131
H  1.639  -0.144  -1.607
H  1.298  -1.151  -0.187
H  0.369  2.715  0.799
H  0.663  3.675  -0.663
H  -1.331  3.329  -1.699
H  -1.921  1.689  -2.056
H  -3.245  0.661  -0.611
H  -4.040  2.184  1.773
H  -5.056  1.000  0.915
H  -4.299  -0.018  2.972
H  -2.430  -1.125  0.816
H  -4.344  -3.417  -2.359
H  -5.461  -3.808  -1.041
H  -6.092  -3.397  -2.641

## 2
The following is a quantum chemistry calculation of the molecule C20H27N3O3S, from OMol25.

SMILES: COc1ccc(N[C@@H]2CCCN(C(=O)c3csc(C(C)C)n3)C2)cc1OC

Positions of all 54 atoms, in Å:
C  -4.252  -2.074  -3.391
O  -4.151  -2.141  -1.995
C  -3.172  -1.396  -1.386
C  -2.247  -0.602  -2.038
C  -1.292  0.106  -1.328
C  -1.238  0.040  0.061
C  -2.184  -0.749  0.725
C  -3.137  -1.463  0.021
O  -4.088  -2.258  0.594
C  -4.129  -2.353  1.993
H  -4.959  -3.020  2.219
H  -3.204  -2.780  2.399
H  -4.312  -1.379  2.461
H  -2.172  -0.792  1.801
N  -0.299  0.791  0.732
H  0.437  1.146  0.134
C  0.127  0.514  2.083
C  1.641  0.746  2.204
N  1.962  2.137  2.007
C  2.718  2.669  1.022
O  3.029  3.848  0.999
C  3.176  1.758  -0.064
C  4.405  1.844  -0.648
S  4.546  0.714  -1.930
C  2.898  0.208  -1.612
N  2.350  0.836  -0.633
C  2.218  -0.865  -2.393
C  3.121  -1.433  -3.481
H  4.008  -1.886  -3.043
H  2.589  -2.194  -4.046
H  3.438  -0.652  -4.169
C  1.740  -1.964  -1.437
H  1.066  -1.549  -0.694
H  1.208  -2.732  -1.994
H  2.588  -2.424  -0.933
H  1.331  -0.419  -2.859
H  5.211  2.497  -0.387
C  1.335  3.012  2.976
C  -0.182  2.878  2.872
C  -0.600  1.426  3.087
H  -1.677  1.328  2.951
H  -0.350  1.111  4.104
H  -0.658  3.523  3.611
H  -0.502  3.195  1.878
H  1.658  4.032  2.759
H  1.673  2.735  3.981
H  2.170  0.129  1.480
H  1.964  0.458  3.213
H  -0.075  -0.538  2.336
H  -0.580  0.725  -1.854
H  -2.254  -0.524  -3.114
H  -4.453  -1.053  -3.736
H  -5.092  -2.714  -3.658
H  -3.346  -2.448  -3.883

Pick 1: it beats the second-best structure by 35.7 kcal/mol.